The following is a quantum chemistry calculation of a molecular structure, C45H46BrClN2O2PRuTe in a non-equilibrium geometry, from the OMol25 dataset.

Each line ends with the Löwdin spin population.
Element x y z (Å)
Ru (-0.1868, 0.1850, 0.5592)  3.546
Cl (-2.6516, 1.4225, 1.2382)  0.081
C (-3.9576, 0.6064, 0.4418)  0.008
C (-5.1697, 1.2420, 0.2595)  0.003
C (-6.1814, 0.5651, -0.4060)  0.006
C (-5.9828, -0.7291, -0.8590)  0.000
C (-4.7684, -1.3645, -0.6497)  0.007
C (-3.7352, -0.7009, 0.0091)  0.013
P (-2.0831, -1.4309, 0.2588)  0.099
C (-2.3393, -3.1176, -0.3953)  0.011
C (-2.7129, -4.1681, 0.4423)  0.002
C (-3.0525, -5.3974, -0.1035)  0.001
C (-3.0107, -5.5900, -1.4775)  0.000
C (-2.6233, -4.5536, -2.3150)  0.000
C (-2.2956, -3.3173, -1.7788)  0.005
C (-1.9886, -1.7845, 2.0525)  0.022
C (-3.0628, -1.6061, 2.9197)  0.009
C (-2.9502, -2.0002, 4.2440)  0.003
C (-1.7746, -2.5746, 4.7080)  0.011
C (-0.6964, -2.7424, 3.8517)  0.000
C (-0.8004, -2.3461, 2.5287)  0.015
H (-5.3288, 2.2458, 0.6295)  0.000
H (-7.1313, 1.0555, -0.5694)  0.000
H (-6.7705, -1.2502, -1.3855)  0.000
H (-4.6194, -2.3796, -0.9882)  0.000
H (-2.7502, -4.0320, 1.5136)  0.000
H (-3.3655, -6.1999, 0.5511)  0.000
H (-3.2988, -6.5445, -1.8977)  0.000
H (-2.5944, -4.7004, -3.3866)  0.000
H (-2.0525, -2.4899, -2.4359)  0.001
H (-3.9873, -1.1706, 2.5626)  0.000
H (-3.7928, -1.8728, 4.9108)  0.000
H (-1.7002, -2.8793, 5.7439)  0.001
H (0.2216, -3.1941, 4.2053)  0.000
H (0.0319, -2.5140, 1.8519)  0.001
Br (2.4352, -0.1890, 1.2377)  0.123
C (2.9639, 1.6206, 0.7730)  0.003
C (4.2882, 1.9257, 0.8814)  0.009
C (4.7060, 3.2403, 0.6096)  -0.002
C (3.7833, 4.1930, 0.2795)  0.008
C (2.4117, 3.8727, 0.1586)  0.005
C (1.4556, 4.8654, -0.1592)  0.020
C (0.1399, 4.5400, -0.3157)  0.007
C (-0.2721, 3.1942, -0.2140)  0.059
C (0.6025, 2.1943, 0.1445)  0.188
C (1.9648, 2.5328, 0.3722)  0.034
H (5.0034, 1.1685, 1.1740)  0.002
H (5.7565, 3.4862, 0.6784)  0.000
H (4.0924, 5.2169, 0.1091)  0.001
H (1.7939, 5.8869, -0.2825)  0.001
H (-0.5949, 5.3058, -0.5283)  0.001
H (-1.3045, 2.9669, -0.4487)  0.007
C (0.6343, 0.7354, 5.5676)  0.001
N (0.7269, 1.8722, 4.6644)  0.006
C (1.4043, 3.0658, 5.1505)  0.001
C (0.3138, 1.7766, 3.4132)  0.008
O (-0.1717, 0.7534, 2.8941)  0.089
H (0.3473, 1.0843, 6.5578)  0.000
H (1.5945, 0.2199, 5.6406)  0.000
H (-0.1147, 0.0464, 5.1953)  0.000
H (1.1510, 3.2267, 6.1959)  0.000
H (1.0948, 3.9386, 4.5794)  0.000
H (2.4872, 2.9503, 5.0767)  0.000
H (0.4178, 2.7028, 2.8321)  0.000
O (0.4713, 0.0475, -2.0734)  0.068
C (1.1394, 0.3823, -3.0594)  0.005
C (2.5614, 0.8547, -2.9757)  0.000
C (2.5613, 2.3337, -3.4750)  0.000
C (1.1962, 3.0630, -3.4209)  0.001
C (0.2174, 2.8102, -4.5855)  0.000
C (-0.4729, 1.4441, -4.4835)  0.000
N (0.5942, 0.4473, -4.3040)  0.004
H (3.2107, 0.2488, -3.6117)  0.000
H (2.9129, 0.7773, -1.9474)  0.000
H (2.9456, 2.3802, -4.4958)  0.000
H (3.2574, 2.8965, -2.8520)  0.000
H (1.4022, 4.1334, -3.3949)  0.000
H (0.6954, 2.8197, -2.4826)  0.000
H (0.7559, 2.8670, -5.5364)  0.000
H (-0.5400, 3.5967, -4.5961)  0.000
H (-1.0587, 1.2130, -5.3708)  0.000
H (-1.1222, 1.3969, -3.6097)  0.000
H (1.2863, 0.5332, -5.0368)  0.000
C (3.0072, -2.8238, -1.1708)  0.036
Te (0.8675, -2.5852, -1.1048)  0.396
C (0.8898, -4.5205, -0.1718)  0.043
C (2.2877, -5.0643, -0.2904)  0.004
C (2.5731, -6.3760, 0.0791)  0.000
C (3.8582, -6.8719, -0.0515)  0.000
C (4.8740, -6.0545, -0.5320)  0.000
C (4.6005, -4.7448, -0.8838)  0.000
C (3.3050, -4.2466, -0.7734)  0.003
H (3.4905, -2.1160, -0.4976)  0.005
H (3.3450, -2.6120, -2.1857)  0.006
H (0.1601, -5.1599, -0.6699)  0.006
H (0.5856, -4.4370, 0.8744)  0.006
H (1.7812, -7.0063, 0.4658)  0.000
H (4.0715, -7.8975, 0.2172)  0.000
H (5.8798, -6.4395, -0.6311)  0.000
H (5.3904, -4.1006, -1.2514)  0.000

Cartesian forces, eV/Å:
0.53 0.66 -0.05
-0.11 0.39 0.29
-0.21 -0.39 -0.30
0.05 0.14 0.08
-0.07 -0.04 -0.01
0.00 -0.06 -0.05
0.07 0.05 0.13
0.28 0.26 -0.09
-0.78 -0.81 0.59
0.19 0.19 -0.28
0.09 -0.01 -0.05
0.00 0.00 0.02
-0.02 -0.05 0.01
0.02 0.06 -0.07
-0.08 0.05 0.07
0.08 0.06 -0.08
0.09 0.05 -0.03
-0.08 0.02 0.00
0.02 0.08 0.09
0.07 -0.03 -0.01
-0.13 -0.01 -0.01
0.06 0.01 -0.02
0.00 0.01 0.02
-0.03 0.01 0.04
-0.06 0.00 -0.05
-0.04 -0.01 0.01
0.01 -0.02 -0.02
0.05 -0.01 0.00
-0.01 0.00 0.01
0.06 -0.01 -0.04
-0.02 -0.03 0.01
0.02 0.00 0.01
0.01 -0.05 -0.02
-0.01 0.01 0.03
-0.01 0.04 0.05
0.29 0.33 -0.13
0.04 -0.22 0.14
-0.12 -0.29 0.04
-0.02 0.19 -0.06
0.14 -0.02 0.06
-0.07 -0.23 0.03
-0.09 0.07 -0.04
0.03 0.09 -0.04
0.13 -0.04 0.07
-0.47 -0.53 0.21
0.05 0.17 -0.14
0.02 0.04 0.02
-0.01 0.02 0.03
0.01 -0.01 -0.03
-0.02 0.01 0.03
0.04 0.01 -0.09
-0.01 0.01 0.09
0.08 -0.12 0.05
-0.17 -0.20 -0.07
0.11 0.11 -0.01
0.05 0.37 -0.11
0.03 -0.26 -0.24
0.00 0.03 -0.02
-0.02 0.02 0.00
-0.05 -0.08 -0.05
-0.09 0.01 -0.02
0.01 -0.03 -0.04
-0.02 0.00 0.01
0.05 -0.05 0.01
-0.01 0.44 -0.14
0.17 -0.35 0.26
-0.01 0.20 0.00
-0.11 0.05 0.07
0.06 -0.03 -0.22
-0.10 -0.16 0.19
0.13 0.27 -0.01
-0.28 -0.31 -0.19
-0.01 -0.05 0.02
-0.03 -0.03 0.00
0.03 0.00 0.01
0.07 -0.06 -0.03
0.02 0.00 0.05
0.01 0.08 0.07
-0.03 0.05 -0.02
0.01 0.00 -0.05
0.00 -0.05 0.03
-0.03 -0.04 -0.03
0.11 0.13 0.07
0.05 0.13 0.08
0.37 -0.57 -0.03
-0.11 -0.01 0.26
0.19 0.18 -0.12
-0.03 0.00 0.00
-0.01 -0.02 0.03
0.03 0.03 0.01
-0.01 0.03 -0.01
-0.15 -0.15 0.03
-0.10 0.06 -0.06
-0.11 0.05 -0.02
-0.07 0.14 -0.09
-0.05 0.05 -0.06
0.01 -0.03 -0.03
-0.01 0.01 0.02
0.00 -0.01 0.00
0.02 -0.04 -0.02

The calculation puts the gap between HOMO and LUMO (alpha / beta) at 8.64 / 5.62 eV. As for the spin multiplicity: 6. The value obtained for the HOMO energy (alpha / beta) is -12.902 / -12.916 eV. The strongest force on any atom is 1.3 eV/A. As for the energy above the lowest of the compared OMol25 structures with the same formula, charge and spin: 21.6 kcal per mole. As for the energy: -5740.27160 hartree. The total charge is +2.